Here is a cluster of 2 separate species, C17H23N2O in total from the Open Molecules 2025 dataset. Energies are from wB97M-V/def2-TZVPD.

Each atom is followed by the atoms it is bonded to, with distances in Å.
Positions of all 43 atoms, in Å:
1 C 2.22 -2.07 -0.89  C2 1.672, C15 1.650, H16 1.185
2 C 2.20 -1.61 -2.50  C1 1.672, C3 1.640, H17 1.170
3 C 1.65 -0.12 -2.88  C2 1.640, C4 1.640, H18 1.186
4 C 1.13 0.84 -1.66  C3 1.640, C5 1.670, C14 1.652
5 C 0.54 2.35 -2.05  C4 1.670, C6 1.673, H19 1.183, H20 1.171
6 C -1.10 2.25 -1.73  C5 1.673, C7 1.634, H21 1.169, H22 1.194
7 C -1.87 1.30 -2.82  C6 1.634, N8 1.510, H23 1.194, H24 1.191
8 N -2.44 0.01 -2.29  C7 1.510, C9 1.511, C13 1.543
9 C -2.90 -0.27 -0.88  N8 1.511, C10 1.665, H25 1.185
10 C -3.54 -1.71 -0.35  C9 1.665, C11 1.673, H26 1.173
11 C -3.73 -2.96 -1.45  C10 1.673, C12 1.662, H27 1.170
12 C -3.25 -2.59 -3.00  C11 1.662, C13 1.639, H28 1.171
13 C -2.61 -1.12 -3.32  N8 1.543, C12 1.639, H29 1.193
14 C 1.13 0.45 -0.05  C4 1.652, C15 1.658, H30 1.183
15 C 1.69 -1.07 0.31  C1 1.650, C14 1.658, H31 1.172
16 H 2.60 -3.16 -0.65  C1 1.185
17 H 2.57 -2.31 -3.37  C2 1.170
18 H 1.59 0.30 -3.99  C3 1.186
19 H 0.94 3.15 -1.28  C5 1.183
20 H 0.76 2.65 -3.16  C5 1.171
21 H -1.18 1.91 -0.62  C6 1.169
22 H -1.50 3.36 -1.91  C6 1.194
23 H -1.05 0.99 -3.63  C7 1.194
24 H -2.70 1.88 -3.45  C7 1.191
25 H -2.82 0.58 -0.05  C9 1.185
26 H -3.86 -1.83 0.77  C10 1.173
27 H -4.19 -3.99 -1.14  C11 1.170
28 H -3.40 -3.42 -3.81  C12 1.171
29 H -2.29 -0.92 -4.46  C13 1.193
30 H 0.77 1.17 0.81  C14 1.183
31 H 1.70 -1.39 1.44  C15 1.172
32 C 1.21 -0.74 4.45  O33 1.224, N34 1.379, H37 1.102
33 O 1.41 -1.60 3.60  C32 1.224
34 N 1.84 0.49 4.51  C32 1.379, C35 1.448, C36 1.448
35 C 1.53 1.45 5.55  N34 1.448, H38 1.094, H39 1.094, H40 1.093
36 C 2.83 0.82 3.51  N34 1.448, H41 1.094, H42 1.094, H43 1.094
37 H 0.47 -0.89 5.25  C32 1.102
38 H 1.17 2.37 5.08  C35 1.094
39 H 2.45 1.66 6.11  C35 1.094
40 H 0.77 1.07 6.23  C35 1.093
41 H 2.37 0.79 2.52  C36 1.094
42 H 3.64 0.08 3.55  C36 1.094
43 H 3.24 1.82 3.69  C36 1.094

Properties
Total charge: +1

Here is the molecule C17H23N3O2 from the Open Molecules 2025 dataset. Energies are from wB97M-V/def2-TZVPD.

Each atom is followed by the atoms it is bonded to, with distances in Å.
Positions of all 45 atoms, in Å:
1 C -4.41 -2.36 0.12  C2 1.524, H43 1.088, H44 1.087, H45 1.088
2 C -2.93 -1.97 0.15  C1 1.524, C3 1.530, H41 1.091, H42 1.093
3 C -2.42 -1.48 -1.21  C2 1.530, C4 1.531, H39 1.092, H40 1.093
4 C -3.04 -0.16 -1.67  C3 1.531, N5 1.444, H37 1.094, H38 1.093
5 N -2.75 0.94 -0.79  C4 1.444, C6 1.348, H36 1.009
6 C -1.88 1.92 -1.11  N5 1.348, O7 1.214, C8 1.526
7 O -1.31 1.99 -2.17  C6 1.214
8 C -1.70 2.96 0.00  C6 1.526, C9 1.530, H34 1.091, H35 1.088
9 C -0.29 2.88 0.60  C8 1.530, N10 1.458, H32 1.091, H33 1.096
10 N 0.15 1.53 0.91  C9 1.458, C11 1.357, N16 1.355
11 C -0.58 0.66 1.65  N10 1.357, O12 1.219, C13 1.517
12 O -1.72 0.90 2.01  C11 1.219
13 C 0.16 -0.60 2.05  C11 1.517, C14 1.524, H30 1.090, H31 1.096
14 C 1.12 -1.06 0.96  C13 1.524, C15 1.507, H28 1.090, H29 1.096
15 C 1.92 0.13 0.51  C14 1.507, N16 1.277, C17 1.461
16 N 1.43 1.30 0.51  N10 1.355, C15 1.277
17 C 3.30 -0.02 0.04  C15 1.461, C18 1.395, C22 1.397
18 C 3.79 -1.25 -0.39  C17 1.395, C19 1.383, H27 1.080
19 C 5.10 -1.37 -0.83  C18 1.383, C20 1.385, H26 1.080
20 C 5.93 -0.26 -0.85  C19 1.385, C21 1.386, H25 1.080
21 C 5.44 0.97 -0.43  C20 1.386, C22 1.380, H24 1.080
22 C 4.14 1.09 0.01  C17 1.397, C21 1.380, H23 1.078
23 H 3.75 2.04 0.33  C22 1.078
24 H 6.09 1.84 -0.45  C21 1.080
25 H 6.95 -0.35 -1.19  C20 1.080
26 H 5.47 -2.32 -1.17  C19 1.080
27 H 3.16 -2.13 -0.40  C18 1.080
28 H 1.76 -1.86 1.35  C14 1.090
29 H 0.56 -1.46 0.11  C14 1.096
30 H -0.57 -1.37 2.31  C13 1.090
31 H 0.72 -0.35 2.96  C13 1.096
32 H 0.44 3.26 -0.11  C9 1.091
33 H -0.26 3.49 1.51  C9 1.096
34 H -1.82 3.95 -0.44  C8 1.091
35 H -2.45 2.81 0.78  C8 1.088
36 H -3.07 0.87 0.16  N5 1.009
37 H -4.13 -0.27 -1.76  C4 1.094
38 H -2.64 0.11 -2.65  C4 1.093
39 H -2.62 -2.24 -1.97  C3 1.092
40 H -1.34 -1.34 -1.15  C3 1.093
41 H -2.77 -1.20 0.91  C2 1.091
42 H -2.35 -2.85 0.44  C2 1.093
43 H -4.70 -2.78 1.08  C1 1.088
44 H -5.04 -1.49 -0.07  C1 1.087
45 H -4.60 -3.10 -0.65  C1 1.088

Properties
SMILES: CCCCNC(=O)CCN1N=C(c2ccccc2)CCC1=O

no.,highest occupied orbital energy (eV),lowest unoccupied orbital energy (eV),gap between HOMO and LUMO (eV)
1,-10.8,-4.87,5.90
2,-8.5,0.38,8.91